(1)
A single C2H5NO2S molecule in a non-equilibrium geometry. Source: OMol25; level of theory: ωB97M-V/def2-TZVPD.

Computed properties:
Total energy, Eh: -682.52393
Energy above the lowest of the compared OMol25 structures with the same formula, charge and spin, eV: 3.147
Orbital gap, eV: 10.875
Charge: 0
Spin multiplicity: 1
Structure (SMILES): C[C@H]1NS1(=O)=O

Atoms and positions in Å:
C1 0.104 1.356 -0.608
C2 0.320 0.235 0.292
N1 -0.942 -0.549 0.620
S1 0.166 -1.562 -0.075
O1 0.793 -2.445 0.819
O2 -0.221 -2.026 -1.354
H1 0.634 2.252 -0.235
H2 -0.976 1.809 -0.706
H3 0.269 1.110 -1.594
H4 1.046 0.415 1.239
H5 -1.194 -0.596 1.603

These are the Mulliken partial charges, in e, on atoms 1 to 4:
1. C -1.10
2. C 0.25
3. N -0.45
4. S 0.86


(2)
A single C2H5NO2S molecule in a non-equilibrium geometry. Source: OMol25; level of theory: ωB97M-V/def2-TZVPD.

Computed properties:
Total energy, Eh: -682.35189
Energy above the lowest of the compared OMol25 structures with the same formula, charge and spin, eV: 3.478
Orbital gap (alpha / beta), eV: 5.596 / 8.264
Charge: 0
Spin multiplicity: 3

Atoms and positions in Å:
C1 -1.521 0.587 -0.543
C2 -0.485 1.310 -0.073
N1 1.816 -0.995 -0.701
O1 0.622 1.067 0.620
O2 0.434 -1.497 1.398
S1 1.567 -0.476 0.626
H1 -1.573 -0.518 -0.522
H2 -2.273 0.787 -1.356
H3 1.124 -1.112 -1.455
H4 -0.492 2.448 -0.365
H5 0.782 -1.602 2.371

These are the Mulliken partial charges, in e, on atoms 1 to 4:
1. C -0.75
2. C 0.19
3. N -0.43
4. O -0.37


(3)
2 unconnected molecules or ions with the total composition C2H5NO2S in a non-equilibrium geometry. Source: OMol25; level of theory: ωB97M-V/def2-TZVPD.

Computed properties:
Total energy, Eh: -682.37065
Energy above the lowest of the compared OMol25 structures with the same formula, charge and spin, eV: 2.968
Orbital gap (alpha / beta), eV: 7.695 / 10.362
Charge: 0
Spin multiplicity: 3

Atoms and positions in Å:
C1 1.248 1.864 -0.031
C2 0.650 -1.339 -0.107
N1 -0.033 -0.111 -0.366
O1 -2.132 1.265 -0.260
O2 -2.276 -1.129 0.387
S1 -1.513 0.004 -0.042
H1 0.484 2.509 -0.492
H2 1.044 1.892 1.054
H3 1.281 -1.234 0.777
H4 1.292 -1.553 -0.962
H5 -0.044 -2.167 0.042

These are the Mulliken partial charges, in e, on atoms 1 to 4:
1. C -0.60
2. C -0.73
3. N -0.11
4. O -0.47


(4)
2 unconnected molecules or ions with the total composition C2H5NO2S2 in a non-equilibrium geometry. Source: OMol25; level of theory: ωB97M-V/def2-TZVPD.

Computed properties:
Total energy, Eh: -1080.58137
Energy above the lowest of the compared OMol25 structures with the same formula, charge and spin, eV: 1.821
Orbital gap (alpha / beta), eV: 7.331 / 6.473
Charge: 0
Spin multiplicity: 3

Atoms and positions in Å:
C1 0.974 -1.723 1.054
C2 -0.188 1.226 -1.771
N1 0.644 -0.514 1.324
O1 1.332 0.409 1.728
O2 -0.711 -0.206 1.115
S1 -1.545 0.256 -2.215
S2 -0.173 2.471 -0.734
H1 0.227 -2.406 0.707
H2 1.994 -2.022 1.201
H3 0.713 0.900 -2.285
H4 -2.448 0.874 -1.455
H5 -0.820 0.736 1.331

These are the Mulliken partial charges, in e, on atoms 1 to 4:
1. C -0.50
2. C -0.29
3. N 0.68
4. O -0.65


(5)
2 unconnected molecules or ions with the total composition C2H5NO2Si in a non-equilibrium geometry. Source: OMol25; level of theory: ωB97M-V/def2-TZVPD.

Computed properties:
Total energy, Eh: -573.87549
Energy above the lowest of the compared OMol25 structures with the same formula, charge and spin, eV: 3.082
Orbital gap, eV: 10.057
Charge: 0
Spin multiplicity: 1
Structure (SMILES): O=[SiH2].CN=C=O

Atoms and positions in Å:
O1 1.927 1.396 0.460
Si1 2.757 0.257 -0.079
H1 3.622 -0.279 0.996
H2 2.900 -0.646 -1.116
C1 -1.784 0.184 0.232
N1 -0.943 -0.891 0.122
C2 0.037 -1.585 0.100
O2 0.955 -2.271 0.088
H3 -2.089 0.412 1.297
H4 -2.626 -0.099 -0.389
H5 -1.181 1.003 0.051

These are the Mulliken partial charges, in e, on atoms 1 to 4:
1. O -0.41
2. Si 0.55
3. H -0.08
4. H -0.08


(6)
A single C2H5NO3 molecule in a non-equilibrium geometry. Source: OMol25; level of theory: ωB97M-V/def2-TZVPD.

Computed properties:
Total energy, Eh: -359.56871
Energy above the lowest of the compared OMol25 structures with the same formula, charge and spin, eV: 3.826
Orbital gap, eV: 10.649
Charge: 0
Spin multiplicity: 1
Structure (SMILES): COC(=O)NO

Atoms and positions in Å:
C1 -1.725 -0.460 0.081
O1 -0.208 -0.440 -0.346
C2 0.275 0.705 0.028
O2 -0.335 1.761 -0.272
N1 1.760 0.544 0.345
O3 2.022 -0.575 -0.338
H1 -1.982 -0.234 1.119
H2 -1.995 -1.580 0.004
H3 -2.303 0.146 -0.689
H4 2.186 1.387 -0.199
H5 2.306 -1.256 0.266

These are the Mulliken partial charges, in e, on atoms 1 to 4:
1. C -0.59
2. O -0.26
3. C 0.60
4. O -0.58